59
Properties=species:S:1:pos:R:3:forces:R:3:mulliken_charge:R:1 method="wB97M-V/def2-TZVPD" lumo_ev=-2.2 homo_lumo_gap_ev=3.18 e_tot_ha=-1162.40493 multiplicity=1 homo_ev=-5.41
F 4.129106 2.593603 3.611957 -0.125 0.020 -0.098 -0.9155
O 1.100318 -1.381540 1.393582 -0.925 2.329 -2.679 -0.5488
O 4.344772 -1.101127 0.935133 -1.573 1.701 -2.139 -0.4675
O 4.203234 1.246150 0.787187 -1.866 -4.795 -1.239 -0.3623
N -0.227627 0.023711 -2.077103 3.047 0.098 2.113 0.4900
C 1.088018 -0.714287 0.123503 0.797 1.058 -2.234 0.1640
C -1.266570 -0.652683 -4.372841 -0.608 -0.525 0.408 -1.3787
C 0.470910 -0.394978 2.312558 0.075 1.880 1.356 -0.4243
C -1.477996 0.058399 -2.916662 -1.465 0.230 -1.783 -0.2559
C -1.443276 -1.476289 -0.174571 -0.451 0.608 -1.646 -0.8209
C 2.622389 0.349546 3.752590 -1.308 -0.951 -0.156 -1.3225
C -3.085545 1.740463 -4.304223 1.084 1.249 -0.637 -0.2289
C -2.564714 -0.368634 0.210951 0.050 0.394 -0.059 -0.9100
C -2.089828 1.570927 -3.048784 -1.043 -0.773 1.126 -0.5048
C -0.188752 -0.688353 -0.797459 2.558 -0.184 1.715 0.5173
C 1.531883 -1.676614 5.972019 0.016 0.281 -1.280 -1.3421
C 2.382426 0.036283 -0.312925 -3.066 -0.115 -2.563 0.4925
C -4.158503 2.913397 -4.036710 0.260 -0.505 0.505 -1.0153
C 2.293103 0.776855 -1.671961 -2.911 -2.072 1.419 -1.0221
C -0.215098 -2.650925 4.275146 0.558 -0.392 0.163 -0.9669
C 1.090086 1.548863 -3.896815 0.690 -0.790 -0.096 -1.2552
C 1.185221 -1.852212 4.387575 -0.192 0.590 0.803 0.3990
C 0.970540 0.740777 -2.526562 2.034 -0.173 2.248 0.9495
C 1.155291 -0.370085 3.764384 -0.015 -0.347 -0.297 -0.0602
C 3.740346 0.119744 0.527541 1.272 2.846 0.983 0.4576
H -2.757673 1.686330 -2.106855 1.201 -0.072 -1.406 0.2282
H -0.037595 -3.556755 3.583121 -0.609 1.377 1.004 0.1640
H -4.331941 2.949920 -2.900772 0.030 0.141 -1.711 0.2841
H 2.603356 -1.275123 6.097025 -1.670 -0.764 -0.052 0.2910
H 0.474833 0.290556 4.425794 0.707 -1.069 -1.141 0.2920
H 2.671562 1.102269 2.893166 0.339 -0.881 1.516 0.2986
H -0.664691 -0.546613 2.373960 1.638 -0.115 -0.240 -0.0548
H -1.852358 -2.166284 -1.010161 0.617 1.069 1.362 0.4613
H 0.139420 1.623235 -4.512257 1.276 0.080 1.103 0.0715
H 1.373812 -2.689746 6.478962 0.349 1.603 -0.424 0.4225
H -1.085439 -2.015737 3.881360 1.266 -0.935 0.606 0.1643
H -2.426442 2.104564 -5.186924 -1.127 -0.831 1.203 0.1815
H 1.995170 -2.463194 3.843598 -1.110 0.977 0.920 0.2982
H 0.656943 0.647784 1.853281 -0.390 -1.490 0.797 0.6294
H 0.802785 -0.863810 6.350967 1.109 -1.494 -0.271 0.3263
H -3.772877 3.944091 -4.384801 -0.687 -1.752 0.540 0.2897
H -0.453176 -1.458569 -4.317311 -1.004 1.364 -0.163 0.3521
H 2.773758 0.924240 4.725902 0.059 -0.782 -1.603 0.3528
H -5.145178 2.645595 -4.542843 1.366 0.608 0.624 0.3077
H -2.790192 -0.349387 1.328649 0.430 -0.063 -1.539 0.3409
H 3.230322 1.338029 -2.042645 -1.928 -0.925 0.535 0.3778
H 3.378230 -0.503785 3.637280 -0.737 1.485 0.111 0.2240
H -2.167026 0.669637 -0.096946 -0.724 -1.561 0.673 0.2026
H -1.293500 2.382485 -2.960871 -1.078 -1.133 -0.413 0.2419
H -1.107509 0.092532 -5.218785 0.073 -1.099 1.237 0.2818
H 1.850648 0.964234 -4.547770 -1.254 0.855 1.044 0.4002
H 4.142190 -1.727559 0.192524 0.161 0.384 1.130 0.3911
H -3.584825 0.772189 -4.645500 0.678 1.285 0.809 0.2993
H -1.164882 -2.158971 0.698257 0.036 1.318 -1.306 0.3888
H -0.488929 -3.052633 5.324523 0.252 0.611 -1.794 0.3904
H -2.345649 -0.538033 -2.454449 1.934 0.806 -0.135 0.3954
H -3.558898 -0.518803 -0.334511 1.438 0.019 0.706 0.3130
H 1.590105 2.575952 -3.715464 -1.136 -1.666 -0.104 0.3757
H -2.244085 -1.219632 -4.627017 1.601 0.986 0.449 0.3488


32
Properties=species:S:1:pos:R:3:forces:R:3:mulliken_charge:R:1 method="wB97M-V/def2-TZVPD" lumo_ev=-3.5 homo_lumo_gap_ev=9.76 e_tot_ha=-751.27417 total_charge=+1 multiplicity=1 homo_ev=-13.27 relative_energy_kcal_mol=41.2
P 1.899757 -0.862049 -0.841792 -0.447 0.818 0.132 0.2118
N -0.771621 0.236406 -0.617055 3.159 0.259 -1.045 -0.1588
C -2.605274 -1.152181 -0.146815 -0.387 -3.680 1.790 -0.5808
C -3.097934 0.220806 -0.162192 3.115 1.476 -0.992 -1.0696
C 0.461215 -0.322935 1.785630 1.898 0.672 0.137 -1.2281
C 1.266050 1.671186 0.455691 -0.269 0.671 -1.543 -0.5147
C 2.493881 -2.340574 -0.017025 0.168 -2.347 -0.335 -1.0502
C -1.785170 1.141801 -0.138104 -2.161 -2.046 0.423 -0.5915
C 1.561199 2.304913 -0.952085 -0.372 -1.072 -0.174 -1.1843
C 0.975542 0.195719 0.473723 -2.332 0.777 -1.824 0.3021
C -1.155718 -1.171494 -0.658901 -0.547 -0.743 1.904 -0.2847
H 2.484057 2.873660 -1.051020 0.043 -0.317 0.109 0.2973
H 1.988802 1.824391 1.228296 1.113 0.212 0.203 0.6060
H 0.806479 0.447572 2.554529 -0.218 -1.524 -0.596 0.4271
H -3.641604 0.484848 -0.997882 -0.875 0.446 -2.271 0.4293
H 3.309076 -2.847712 -0.605366 -0.899 0.752 -0.246 0.4004
H -0.424243 -1.775397 -0.031183 -1.237 0.567 -0.527 0.0069
H 3.100704 -2.049677 0.832451 -0.689 -0.446 0.905 0.4104
H 0.936328 -1.315338 1.820091 -0.483 0.263 1.195 0.3968
H 0.757313 2.929929 -1.360799 -0.019 0.186 0.775 0.3325
H 1.513235 1.470745 -1.667669 0.775 0.338 -0.086 0.2756
H -1.122211 -1.622124 -1.615991 0.194 0.080 -1.238 0.4235
H 1.707616 -3.172965 0.047319 1.134 1.313 0.643 0.2987
H 3.030087 -0.168139 -0.487561 0.856 0.731 -0.327 0.0453
H -0.418182 0.480507 -1.532745 0.152 0.301 -0.056 0.4145
H -0.609261 -0.364403 1.892017 -0.401 -0.191 -0.198 0.2558
H -3.696652 0.519562 0.585822 -2.128 0.471 3.099 0.4835
H 0.445372 2.266912 0.825810 -0.689 -0.304 0.584 0.3479
H -2.643504 -1.417716 0.949720 0.364 -0.290 -1.013 0.2260
H -2.132053 1.973608 -0.692020 0.908 0.954 -1.284 0.3093
H -3.220382 -1.975681 -0.662221 0.713 1.538 0.642 0.3723
H -1.412916 1.515822 0.787315 -0.439 0.133 1.215 0.3896


9
Properties=species:S:1:pos:R:3:forces:R:3:mulliken_charge:R:1 method="wB97M-V/def2-TZVPD" lumo_ev=0.9 homo_lumo_gap_ev=10.82 smiles="C=C.O" e_tot_ha=-155.00150 multiplicity=1 homo_ev=-9.92 relative_energy_kcal_mol=15.3
O -2.216452 0.136189 0.126235 -0.166 -0.138 -0.033 -0.6254
C 1.140879 -0.661231 -0.165731 0.385 -0.103 0.047 -0.4354
C 1.311221 0.646827 -0.241157 -0.141 0.219 0.053 -0.4851
H 1.990221 -1.283136 0.103206 -0.152 -0.097 -0.068 0.2132
H 0.502357 1.327202 -0.480113 -0.035 -0.092 -0.067 0.2471
H -2.935959 -0.495812 0.011695 0.090 0.084 -0.048 0.3091
H 0.198039 -1.149743 -0.366283 -0.073 0.090 0.045 0.2457
H 2.275836 1.097124 -0.041677 0.016 -0.012 0.009 0.2148
H -2.266142 0.382578 1.053822 0.076 0.049 0.062 0.3160


16
Properties=species:S:1:pos:R:3:forces:R:3:mulliken_charge:R:1 method="wB97M-V/def2-TZVPD" lumo_ev=0.2 homo_lumo_gap_ev=11.34 smiles="N#CCS(=O)(=O)OCCCl" e_tot_ha=-1294.77942 multiplicity=1 homo_ev=-11.13 relative_energy_kcal_mol=65.1
Cl 1.567117 3.107728 1.359907 0.551 -0.294 -0.679 -0.2168
S -1.526667 -0.731649 -0.357471 -0.151 0.349 0.885 1.0808
O -2.567731 -0.659241 -1.364815 1.420 -0.448 1.471 -0.5565
O -0.566825 0.519776 -0.508063 -0.955 0.333 1.072 -0.3175
O -1.775209 -0.783115 1.085963 -0.187 -1.017 -2.441 -0.5987
N 1.945277 -1.466490 0.297475 -1.893 -1.217 -0.749 -0.5275
C -0.271059 -2.070919 -0.896039 1.163 2.589 -1.828 -0.6403
C 1.175145 1.662160 0.358296 0.894 -1.381 3.034 -0.2108
C -0.239882 1.391759 0.699224 -0.084 -0.296 -0.366 -0.7006
C 0.954458 -1.875707 -0.164459 2.049 0.873 1.604 0.3899
H -0.619676 -3.035328 -1.068744 -1.107 -1.728 0.816 0.5223
H 1.147331 1.724313 -0.670195 0.880 1.354 -2.209 0.3789
H -0.829127 2.285178 0.852965 -0.531 0.502 -1.740 0.4943
H -0.404189 1.066116 1.705819 0.180 -1.979 0.198 0.3999
H 0.175057 -1.892440 -1.943849 -1.385 0.638 1.024 0.2824
H 1.835979 0.757858 0.613987 -0.841 1.722 -0.092 0.2202